No. 1
Formula: C19H26N3O5SeSr
Source: the Open Molecules 2025 dataset
Level of theory: ωB97M-V with the def2-TZVPD basis set

```
55
Properties=species:S:1:pos:R:3:forces:R:3:mulliken_charge:R:1
Sr 0.230851 0.665486 -0.086802 6.334 -7.077 -4.455 2.291
O -2.787907 -0.559989 -1.069256 -0.309 0.142 0.347 -0.604
C -3.439865 0.392958 -0.236672 0.381 -0.042 -0.153 -0.768
C -2.756164 0.574916 1.120017 0.046 0.469 -0.156 -0.738
N -1.421640 1.182928 1.021055 -4.634 1.587 3.164 -0.498
C -1.313459 2.449434 0.276820 -1.020 0.911 0.128 -1.037
C -1.432628 2.295408 -1.271701 -0.383 0.443 -0.566 0.809
O -2.006131 3.201335 -1.853483 -0.058 0.051 -0.064 -0.744
O -0.868614 1.255891 -1.772842 -2.441 1.715 -2.804 -1.032
C -0.674693 1.274167 2.294838 -0.190 0.272 0.507 -0.008
C 0.726349 1.969535 2.082298 1.005 0.216 1.224 0.361
O 0.924094 3.053317 2.626005 -0.489 -0.165 0.088 -0.726
O 1.556963 1.318401 1.365317 2.016 1.720 3.032 -0.752
H -2.135276 -0.080783 -1.611274 -0.007 0.012 -0.025 0.434
H -4.459094 0.054092 -0.047522 -0.018 -0.165 -0.006 0.541
H -3.525725 1.356175 -0.750740 -0.064 -0.061 0.065 0.286
H -2.630822 -0.401020 1.583684 0.098 -0.084 0.066 0.139
H -3.432976 1.156101 1.759019 -0.011 0.186 0.117 0.274
H -0.317208 2.893165 0.460050 -0.535 0.127 0.098 0.527
H -2.023492 3.197566 0.608838 -0.163 0.125 0.020 0.330
H -0.521956 0.272875 2.711778 -0.003 -0.080 -0.201 0.089
H -1.209667 1.859113 3.039487 -0.151 0.219 0.024 0.444
C -2.363943 -3.044495 1.072042 0.069 -0.036 0.042 -1.245
C -1.073855 -2.653554 1.711385 0.088 0.002 -0.034 0.437
N -0.030236 -2.145823 1.096660 -0.058 0.293 0.325 -0.159
C 0.959696 -2.013242 2.059809 -0.136 0.002 -0.247 -0.168
C 0.496299 -2.433787 3.264650 -0.103 -0.054 -0.005 -0.892
N -0.804849 -2.843145 3.031714 0.044 0.000 0.096 0.032
H -2.387662 -2.643756 0.061810 -0.018 0.034 0.005 0.183
H -3.224429 -2.657066 1.623398 0.013 -0.009 -0.004 0.369
H -2.456895 -4.132522 1.026764 0.014 0.024 -0.007 0.407
H 1.927739 -1.621810 1.790713 -0.002 0.033 0.021 0.480
H 0.946273 -2.476293 4.241795 -0.010 -0.011 -0.045 0.418
H -1.433379 -3.229876 3.713125 0.001 -0.011 -0.039 0.174
C 6.205586 0.583333 -5.481698 -0.033 -0.053 0.047 -1.472
C 5.195454 0.140258 -4.451024 0.045 0.053 -0.055 0.812
C 4.408476 1.057898 -3.767537 -0.035 0.043 0.027 -1.033
C 3.474912 0.660046 -2.815051 0.164 0.126 -0.168 0.737
C 2.660321 1.712132 -2.104432 0.158 -0.145 -0.153 -1.346
C 3.308015 -0.707854 -2.526215 0.281 0.378 -0.185 0.032
Se 2.049526 -1.229435 -1.245688 0.006 -1.268 0.102 -0.203
C 4.107723 -1.645748 -3.199452 0.185 -0.074 -0.170 0.837
C 4.015273 -3.135157 -2.942191 0.032 0.192 -0.156 -1.601
C 5.027938 -1.202550 -4.146358 0.038 -0.112 0.001 -0.700
H 6.157966 1.662946 -5.634839 0.009 -0.028 -0.004 0.321
H 6.029291 0.097221 -6.445577 0.007 0.033 0.024 0.327
H 7.225008 0.331898 -5.173976 -0.023 0.024 -0.014 0.309
H 4.524800 2.119440 -3.978381 -0.011 -0.063 0.002 0.207
H 2.921079 2.713645 -2.455409 -0.015 -0.057 0.036 0.338
H 2.823428 1.655264 -1.027088 0.076 0.040 0.120 0.288
H 1.597753 1.546539 -2.287456 -0.098 0.050 -0.158 0.223
H 3.374029 -3.336265 -2.089894 0.008 -0.041 0.038 0.281
H 5.010968 -3.551386 -2.758264 -0.060 0.014 -0.013 0.350
H 3.596130 -3.648713 -3.815576 0.018 0.035 0.081 0.287
H 5.641726 -1.943215 -4.661173 -0.059 0.065 0.041 0.349
```
Positions in Å, forces in eV/Å.

net charge = -1
LUMO level = 2.220 eV
relative energy (zero: lowest compared OMol25 entry of this formula, charge and spin) = 104.27 kcal per mole
HOMO-LUMO gap = 5.71 eV
highest occupied orbital energy = -3.5 eV

=====

No. 2
Formula: C19H26N4O2
Source: the Open Molecules 2025 dataset
Level of theory: ωB97M-V with the def2-TZVPD basis set

```
51
Properties=species:S:1:pos:R:3:forces:R:3:nbo_charge:R:1
C 0.512281 -4.209510 -0.220356 0.016 0.251 -0.151 -0.613
H 1.132155 -4.823453 -0.867672 0.055 -0.137 -0.055 0.216
H 0.790602 -4.402567 0.812844 0.046 -0.043 0.107 0.205
H -0.526026 -4.502952 -0.354655 -0.098 -0.066 0.003 0.205
C 0.716255 -2.732481 -0.561057 0.200 -0.406 0.018 -0.225
N -0.098696 -1.879388 0.281897 -0.160 0.084 -0.200 -0.438
C 0.259349 -1.398820 1.488345 0.291 -0.101 0.042 0.680
O -0.544283 -0.939477 2.280705 -0.087 0.128 0.354 -0.636
C 1.754940 -1.397050 1.841940 -0.323 -0.038 0.432 -0.311
N 2.571397 -0.737163 0.859508 0.209 0.287 -0.304 -0.153
C 2.422662 0.465147 0.254688 0.739 0.011 -0.680 0.129
C 3.409658 0.538054 -0.721788 -0.588 0.091 0.315 -0.156
C 4.112711 -0.662174 -0.622891 -0.312 0.125 0.183 -0.044
N 3.592500 -1.419971 0.327322 0.519 -0.643 0.152 -0.278
H 4.956659 -1.003057 -1.187916 0.189 -0.143 -0.111 0.212
C 3.487120 1.730445 -1.607037 0.453 0.066 0.117 -0.066
H 4.155065 2.495114 -1.172377 -0.156 -0.073 -0.141 0.177
H 3.855617 1.475895 -2.604119 -0.019 0.063 0.152 0.204
O 2.197377 2.298207 -1.805945 -0.311 -0.067 -0.040 -0.486
C 1.373370 2.392755 -0.720318 -0.181 0.095 0.254 0.307
C 0.383273 3.364042 -0.754912 0.200 -0.103 -0.128 -0.254
C -0.495666 3.506266 0.303856 0.117 -0.115 0.057 -0.189
C -0.389055 2.704958 1.433299 -0.016 -0.025 -0.007 -0.032
C 0.590572 1.722564 1.462519 0.011 0.192 -0.159 -0.195
C 1.444881 1.521342 0.386411 -0.108 0.287 -0.138 -0.090
H 0.669254 1.099688 2.337454 -0.020 -0.121 0.080 0.226
C -1.308287 2.868915 2.604782 0.065 0.011 0.036 -0.633
H -1.613461 1.893532 2.978045 -0.087 -0.049 0.073 0.231
H -2.192202 3.439727 2.330934 -0.087 0.035 0.029 0.212
H -0.798502 3.393592 3.413158 -0.052 0.042 0.096 0.218
H -1.264695 4.263372 0.254008 -0.090 0.076 0.004 0.212
H 0.315810 3.999863 -1.623309 0.006 0.074 -0.112 0.227
H 1.847531 -0.904197 2.815864 -0.086 -0.126 -0.173 0.233
H 2.139225 -2.416000 1.932272 -0.009 0.137 -0.032 0.252
C -1.466752 -1.662622 -0.149451 -0.319 0.407 -0.025 -0.255
H -2.050183 -1.411685 0.738092 -0.013 -0.146 -0.145 0.241
H -1.860866 -2.578766 -0.593064 0.003 -0.028 0.066 0.193
C -1.536864 -0.489704 -1.157061 0.096 -0.148 0.077 -0.220
N -2.845406 0.081239 -1.371283 -0.090 -0.002 -0.077 -0.435
C -3.822279 -0.861796 -1.869084 0.055 0.153 0.008 -0.412
H -4.696536 -0.308387 -2.211795 -0.091 -0.074 -0.027 0.200
H -4.152627 -1.590480 -1.113633 -0.031 -0.054 0.007 0.161
H -3.401570 -1.400355 -2.716974 -0.025 -0.080 -0.071 0.197
C -3.345934 0.845445 -0.249364 0.021 -0.036 -0.094 -0.415
H -4.223384 1.403173 -0.576461 -0.062 0.055 0.073 0.197
H -3.634070 0.226822 0.612738 -0.022 -0.008 0.074 0.163
H -2.580686 1.550642 0.068133 0.007 0.069 0.071 0.209
H -0.884054 0.309962 -0.796191 0.067 -0.050 -0.004 0.211
H -1.159176 -0.820232 -2.130354 0.104 0.028 0.038 0.188
H 1.772378 -2.490781 -0.461123 -0.112 0.066 -0.087 0.231
H 0.428616 -2.547683 -1.598638 0.087 0.049 0.044 0.202
```
Positions in Å, forces in eV/Å.

structure (SMILES) = CCN(CCN(C)C)C(=O)Cn1ncc2c1-c1cc(C)ccc1OC2
LUMO level = 0.825 eV
relative energy (zero: lowest compared OMol25 entry of this formula, charge and spin) = 67.95 kcal per mole
HOMO-LUMO gap = 8.82 eV
highest occupied orbital energy = -8.0 eV

=====

No. 3
Formula: C19H26N4O2P
Source: the Open Molecules 2025 dataset
Level of theory: ωB97M-V with the def2-TZVPD basis set

```
52
Properties=species:S:1:pos:R:3:forces:R:3:nbo_charge:R:1
C 6.371748 -0.239285 0.851114 -0.314 0.231 0.209 -0.416
N 5.377450 -0.032812 1.940925 -0.185 0.081 -0.168 -0.525
C 5.369531 -1.188627 2.855227 -0.201 -0.076 -0.001 -0.408
C 4.067182 0.120078 1.412918 -0.513 -0.613 -0.828 0.721
O 3.505178 -0.704017 0.725598 0.384 0.414 0.350 -0.526
C 3.245937 1.374762 1.752537 0.348 -0.215 0.520 -0.315
N 2.035428 0.907976 2.447747 1.681 1.134 -0.885 -0.267
C 1.963099 0.845490 3.762712 -0.705 -0.303 -0.189 0.236
N 0.759214 0.352485 4.021108 -0.176 -0.227 1.451 -0.446
C 0.080702 0.096320 2.878258 -0.957 -0.854 -1.484 -0.200
P -1.616926 -0.630032 2.775992 -1.155 0.208 1.631 1.244
N -2.075549 -0.264306 1.174196 0.393 -0.621 0.253 -1.158
O -1.322108 -2.248286 2.737276 0.339 0.906 -0.637 -0.938
C 0.895750 0.454195 1.862368 0.067 0.066 0.095 -0.021
H 5.910048 -0.593482 -0.066459 -0.079 -0.112 -0.081 0.208
H 6.877898 0.701418 0.666619 0.187 0.027 -0.094 0.213
H 7.074081 -0.990494 1.184718 0.281 -0.001 -0.022 0.216
H 6.366084 -1.300166 3.258015 0.155 -0.026 0.152 0.224
H 4.680091 -1.026361 3.681100 -0.040 0.147 0.134 0.187
H 5.064825 -2.112864 2.358869 0.082 -0.057 -0.119 0.198
H 2.977723 1.909812 0.851013 -0.178 -0.095 -0.246 0.260
H 3.773987 2.070375 2.394322 0.092 -0.047 0.174 0.243
H 2.725314 1.118258 4.461983 0.124 0.128 0.166 0.255
H 0.390553 0.167854 4.943037 0.029 0.039 0.087 0.454
H -2.996792 0.156095 1.177718 -0.013 0.198 0.025 0.411
H -2.190420 -1.154373 0.693453 0.045 0.182 -0.388 0.394
H -0.864963 -2.441152 1.904705 0.190 -0.599 0.167 0.482
H 0.748473 0.421688 0.802561 0.023 0.042 -0.233 0.274
C 1.532533 -0.546700 -3.516803 0.006 0.024 -0.002 -0.208
C 0.648682 -0.442597 -4.581298 -0.006 -0.002 -0.010 -0.204
C -0.720577 -0.485596 -4.355819 0.009 0.018 0.002 -0.192
C -1.207523 -0.624179 -3.064122 -0.042 0.005 0.020 -0.237
C -0.323734 -0.725275 -1.999107 0.061 -0.028 0.018 -0.173
C 1.046400 -0.690798 -2.224970 -0.006 0.034 0.105 -0.248
H 2.599776 -0.516381 -3.693952 0.000 -0.010 -0.006 0.217
H 1.026951 -0.328624 -5.588514 -0.001 -0.012 -0.004 0.222
H -1.408328 -0.410550 -5.187642 -0.003 0.004 -0.008 0.220
H -2.275530 -0.653702 -2.888118 0.009 -0.037 0.002 0.214
H -0.706600 -0.831623 -0.990037 0.034 0.037 -0.078 0.180
H 1.738048 -0.776392 -1.393817 0.020 -0.040 -0.019 0.210
C -6.124887 0.973697 -3.041784 -0.015 -0.004 -0.003 -0.206
C -7.213915 1.018432 -2.182100 0.005 -0.005 -0.009 -0.200
C -7.018635 0.978918 -0.809045 -0.022 0.005 0.022 -0.209
C -5.732227 0.903002 -0.294937 0.061 -0.025 0.000 -0.209
C -4.643182 0.860906 -1.155162 -0.029 -0.030 0.033 -0.237
C -4.838745 0.892720 -2.528577 0.019 -0.014 -0.019 -0.203
H -6.279080 1.002141 -4.112322 -0.003 0.003 -0.003 0.220
H -8.216550 1.084056 -2.583256 -0.003 -0.007 0.000 0.221
H -7.868424 1.008444 -0.139935 -0.001 0.010 0.000 0.220
H -5.581443 0.877618 0.778194 -0.033 0.016 0.006 0.201
H -3.637178 0.805998 -0.757625 0.051 0.055 -0.082 0.193
H -3.989372 0.855935 -3.198881 -0.014 0.049 -0.003 0.211
```
Positions in Å, forces in eV/Å.

net charge = +1
LUMO level = -2.959 eV
relative energy (zero: lowest compared OMol25 entry of this formula, charge and spin) = 3.95 kcal per mole
HOMO-LUMO gap = 8.33 eV
highest occupied orbital energy = -11.3 eV

=====

No. 4
Formula: C19H26N4O3
Source: the Open Molecules 2025 dataset
Level of theory: ωB97M-V with the def2-TZVPD basis set

```
52
Properties=species:S:1:pos:R:3:forces:R:3:nbo_charge:R:1
C -5.375291 -0.878203 -1.793683 0.063 -0.193 0.227 -0.616
H -5.221878 0.196376 -1.735204 0.006 0.130 -0.017 0.209
H -4.925629 -1.245204 -2.712105 0.017 0.000 -0.135 0.204
H -6.443347 -1.076629 -1.838361 -0.099 -0.016 -0.076 0.214
C -4.780097 -1.559777 -0.566269 -0.056 0.157 -0.121 -0.210
N -3.429699 -1.108795 -0.275397 -0.028 -0.083 0.077 -0.473
C -3.006526 -1.453922 1.071447 -0.137 0.162 0.116 -0.227
H -1.919528 -1.544735 1.082345 0.010 -0.085 -0.011 0.214
C -3.429125 -0.368996 2.077240 0.138 0.041 -0.287 -0.412
C -3.118769 1.033843 1.558198 -0.663 0.171 0.233 -0.226
N -1.711618 1.141868 1.266071 0.347 -0.355 -0.008 -0.542
C -1.088581 2.062436 0.561449 0.200 -0.024 0.049 0.436
C 0.257758 1.860633 0.183684 -0.037 -0.092 0.032 -0.448
C 0.894283 0.592633 0.444942 -0.325 0.238 0.139 0.686
O 0.375022 -0.332431 1.077077 0.026 -0.064 0.005 -0.664
N 2.169116 0.390180 -0.065861 0.208 -0.429 0.084 -0.511
C 2.925661 1.348702 -0.713309 -0.047 0.241 -0.180 0.802
O 4.041287 1.147887 -1.127272 0.159 0.004 -0.041 -0.602
N 2.294932 2.555254 -0.854404 0.145 0.391 -0.175 -0.644
C 0.994728 2.901900 -0.496703 0.087 -0.197 0.044 0.682
O 0.606365 4.022376 -0.768739 -0.011 0.242 -0.096 -0.630
H 2.824168 3.277600 -1.329453 -0.092 -0.164 0.083 0.430
C 2.753264 -0.907156 0.098634 0.180 -0.319 0.036 0.240
C 3.921422 -1.052714 0.828965 -0.175 0.024 -0.046 -0.217
C 4.481362 -2.309905 0.972117 0.036 -0.012 0.046 -0.206
C 3.872014 -3.413929 0.400951 0.045 -0.063 0.025 -0.211
C 2.701532 -3.261551 -0.322802 -0.048 -0.023 -0.056 -0.198
C 2.141280 -2.007202 -0.482362 0.122 0.115 0.017 -0.225
H 1.231252 -1.879178 -1.048813 -0.086 0.029 -0.037 0.217
H 2.224837 -4.120676 -0.771003 -0.039 -0.069 -0.034 0.212
H 4.310000 -4.393991 0.518755 0.036 -0.075 0.009 0.213
H 5.394996 -2.426116 1.535539 0.075 -0.008 0.041 0.215
H 4.389667 -0.187030 1.270742 0.036 0.082 0.017 0.224
C -1.813738 3.303801 0.177458 -0.236 0.091 0.061 -0.680
H -1.812072 3.415847 -0.904870 0.007 0.039 -0.009 0.259
H -1.282771 4.170139 0.567246 -0.031 -0.015 -0.029 0.272
H -2.833770 3.302219 0.545988 -0.070 -0.048 0.025 0.215
H -1.129732 0.320060 1.478340 0.014 0.253 -0.098 0.450
H -3.411335 1.777334 2.309295 -0.011 -0.056 -0.102 0.200
H -3.699008 1.198123 0.645215 0.060 0.042 0.142 0.217
H -4.501482 -0.427292 2.267836 -0.009 0.027 0.073 0.212
H -2.909923 -0.544119 3.020544 -0.051 -0.009 0.120 0.212
H -3.416717 -2.420585 1.401214 0.111 0.009 -0.021 0.185
C -2.437568 -1.401755 -1.293195 0.116 -0.135 -0.152 -0.208
C -2.121194 -2.883717 -1.524183 -0.135 0.330 0.079 -0.639
H -1.757948 -3.346186 -0.609259 0.052 -0.108 0.077 0.207
H -3.002630 -3.423098 -1.862584 -0.058 -0.126 -0.043 0.202
H -1.352157 -2.977767 -2.286760 0.090 -0.068 -0.084 0.214
H -1.519761 -0.884022 -0.998978 -0.012 0.032 -0.079 0.197
H -2.778499 -0.954155 -2.229012 0.104 0.035 -0.008 0.195
H -5.391630 -1.299182 0.301573 -0.012 -0.097 -0.008 0.191
H -4.837255 -2.654926 -0.689592 -0.021 0.045 0.097 0.165
```
Positions in Å, forces in eV/Å.

structure (SMILES) = CCN(CC)CCCN/C(C)=C1/C(=O)NC(=O)N(c2ccccc2)C1=O
LUMO level = 0.651 eV
relative energy (zero: lowest compared OMol25 entry of this formula, charge and spin) = 13.89 kcal per mole
HOMO-LUMO gap = 9.26 eV
highest occupied orbital energy = -8.6 eV